Molecular formula: C22H32N4O3
Method: DFT, ωB97M-V/def2-TZVPD

E_HOMO: -8.81 eV
SMILES string: O=C(CCCC(=O)N(CC(=O)NC1CCCC1)C1CCCC1)Nc1ccccn1
ΔE to the lowest compared entry with this formula, charge and spin: 0.6093 eV
Frontier orbital gap: 9.5 eV
Multiplicity: 1

CARTESIAN COORDINATES (ANGSTROEM)
H  1.72  1.85  -2.72
C  1.61  2.94  -2.74
H  -0.20  1.45  -1.27
H  -5.56  -0.29  -0.09
H  -0.87  -4.69  -1.17
O  -0.26  -3.00  1.46
H  -0.48  5.05  -2.40
C  0.54  2.11  0.50
H  -5.23  0.72  2.18
C  1.43  -2.09  -1.07
N  0.99  -0.30  0.58
N  -2.01  -2.71  0.03
H  1.09  4.08  -0.93
C  -0.14  -4.04  -0.69
H  -0.91  2.33  -3.72
H  -1.12  3.93  -4.46
C  2.25  -0.56  1.26
C  2.46  0.20  2.57
C  -2.54  -1.31  1.98
C  -0.79  -3.20  0.39
H  -0.25  -2.59  -2.30
H  2.60  3.38  -2.61
H  1.09  -3.74  -2.44
O  -0.38  -0.55  -1.18
C  -3.42  -0.39  2.52
H  -3.24  0.01  3.50
H  4.26  -0.91  3.03
H  5.50  0.08  1.19
N  -3.88  -1.43  0.00
H  2.20  1.25  2.46
C  0.61  -0.92  -0.55
N  0.25  2.23  -0.81
H  1.90  -0.24  3.40
C  -2.81  -1.80  0.70
C  -4.71  -0.55  0.53
C  4.49  0.46  1.37
H  2.29  -1.63  1.49
H  3.90  -1.02  -0.11
H  0.63  -4.65  -0.22
C  0.52  -3.12  -1.74
H  0.11  0.78  2.15
H  4.51  1.54  1.25
H  3.17  0.57  -0.36
C  0.11  0.75  1.06
C  3.97  0.10  2.76
C  0.96  3.38  -4.05
H  -0.90  0.52  0.71
O  1.11  2.96  1.16
C  -0.54  3.36  -3.74
H  1.22  2.72  -4.88
C  -0.59  3.96  -2.34
H  -1.51  3.73  -1.81
H  -1.67  -1.65  2.51
H  4.34  0.78  3.53
H  -2.34  -2.89  -0.91
C  0.63  3.37  -1.62
C  3.47  -0.16  0.40
H  1.27  4.39  -4.31
H  2.13  -1.69  -1.81
H  2.00  -2.57  -0.28
C  -4.53  0.00  1.79

---

Molecular formula: C22H32N4O4PrS2
Method: DFT, ωB97M-V/def2-TZVPD

E_HOMO (spin up / spin down): -16.40 / -16.40 eV
ΔE to the lowest compared entry with this formula, charge and spin: 0.4548 eV
Total charge: +3
Frontier orbital gap (spin up / spin down): 7.6 / 8.2 eV
Multiplicity: 3

CARTESIAN COORDINATES (ANGSTROEM)
H  -0.10  -5.86  -4.20
C  3.07  -4.81  1.23
C  -0.99  3.63  -0.76
C  -1.27  -2.79  -2.16
H  -1.67  4.39  1.70
C  -0.83  3.69  1.67
C  3.90  5.04  -0.62
H  -0.95  3.29  3.79
C  2.85  -3.87  0.22
H  4.07  -5.21  1.38
H  4.61  5.11  1.89
C  1.57  -3.38  0.05
H  -3.24  -3.29  -2.84
O  -2.51  0.39  0.37
C  -2.19  -3.56  -2.86
O  0.55  -1.05  -0.67
H  -0.51  -3.46  0.61
H  0.03  2.14  2.91
H  -0.08  -5.08  2.45
H  0.10  4.25  1.64
C  0.73  -4.72  1.84
N  3.52  4.17  0.39
H  -0.98  -1.89  2.43
H  -4.95  1.42  0.03
C  2.81  3.16  -0.13
C  3.42  4.56  -1.78
H  3.01  4.55  2.40
C  -0.88  2.75  2.85
N  2.73  3.40  -1.45
H  -0.16  1.92  -1.83
O  -4.53  -0.41  0.97
C  0.50  -3.79  0.83
H  -4.95  -0.01  -1.05
C  -1.77  -4.67  -3.58
H  -1.59  -1.91  -1.61
H  -0.12  4.28  -0.81
S  2.21  1.82  0.78
H  -1.89  4.23  -0.77
N  -2.76  -1.08  2.07
C  0.51  -4.25  -2.94
H  -1.78  2.12  2.77
H  4.32  3.38  2.16
H  1.56  -4.51  -2.97
H  -2.49  -5.26  -4.12
C  2.02  -5.22  2.03
H  3.67  -3.53  -0.41
H  -3.39  -1.60  2.67
H  2.37  2.74  -2.12
C  -5.22  0.37  -0.07
C  3.89  4.31  1.80
O  -0.94  2.89  0.48
S  1.32  -2.26  -1.31
H  2.20  -5.96  2.80
C  -1.01  2.62  -1.89
C  0.06  -3.16  -2.21
H  -6.27  0.23  0.13
H  -0.92  3.13  -2.84
H  -1.95  2.06  -1.89
Pr  -0.28  0.59  0.46
C  -3.26  -0.32  1.08
N  -1.40  -0.96  2.42
C  -0.42  -5.01  -3.62
H  -1.35  -0.61  3.38
H  4.48  5.93  -0.42
H  3.50  4.92  -2.78

---

> Which value of multiplicity does entry 1 give?

1